Record 1
{"formula": "H12O6", "method": "wB97M-V/def2-TZVPD", "total_energy_ha": -458.5829, "homo_lumo_gap_ha": 0.4122, "fmax_ev_per_a": 2.7, "e_homo_ev": -10.828, "smiles": "O.O.O.O.O.O", "elements": ["O", "H", "H", "O", "H", "H", "O", "H", "H", "O", "H", "H", "O", "H", "H", "O", "H", "H"], "coordinates": [[1.1358, 1.1753, -0.8616], [0.2348, 1.5811, -1.1264], [1.4398, 1.8288, -0.2019], [-2.8406, -1.1742, 0.3991], [-3.2290, -2.0407, 0.3010], [-3.5051, -0.5987, -0.0306], [-3.7930, 3.1436, -2.3091], [-3.5266, 3.0280, -3.2401], [-4.4203, 2.4125, -2.2138], [3.7325, -1.7007, -0.8781], [3.4448, -2.5987, -1.2722], [4.2679, -1.3140, -1.5955], [0.0687, -2.6182, 0.9041], [0.2203, -2.6828, -0.0508], [0.7809, -3.0799, 1.4390], [1.8025, 1.1983, 3.0576], [1.1991, 1.9758, 3.2801], [2.2464, 1.2949, 2.2149]]}



Record 2
{"formula": "C22H48NO11", "method": "wB97M-V/def2-TZVPD", "total_energy_ha": -1749.0364, "homo_lumo_gap_ha": 0.2210, "fmax_ev_per_a": 9.2, "e_homo_ev": -3.845, "charge": -1, "elements": ["C", "C", "O", "O", "C", "C", "C", "C", "C", "C", "N", "O", "C", "C", "O", "O", "H", "H", "H", "H", "H", "H", "H", "H", "H", "H", "H", "H", "H", "H", "H", "H", "H", "H", "C", "O", "C", "C", "O", "C", "H", "H", "H", "H", "H", "H", "H", "H", "H", "H", "C", "O", "C", "C", "O", "C", "H", "H", "H", "H", "H", "H", "H", "H", "H", "H", "C", "O", "C", "C", "O", "C", "H", "H", "H", "H", "H", "H", "H", "H", "H", "H"], "coordinates": [[1.0351, -2.5010, -0.8832], [-0.5371, -2.0529, -0.5778], [-0.8480, -1.3100, 0.5208], [-1.5440, -2.5516, -1.5413], [-2.3161, -1.4518, -2.1449], [-1.9877, -1.2524, -3.7723], [-0.4034, -0.8325, -3.9934], [0.0268, -0.6456, -5.5641], [1.2712, 0.3884, -5.8282], [2.5550, 0.2057, -4.8260], [3.3446, 1.5083, -4.5900], [3.8600, 1.9760, -5.7447], [2.4865, 2.5497, -3.8961], [3.1991, 3.2932, -2.6206], [4.1259, 2.6592, -1.8900], [2.7473, 4.6766, -2.2669], [1.7962, -1.6214, -0.6896], [1.1963, -2.8947, -1.9856], [1.2831, -3.4274, -0.1739], [-3.4868, -1.6763, -2.1082], [-2.1134, -0.4374, -1.5926], [-2.2464, -2.2948, -4.2923], [-2.6500, -0.4259, -4.2700], [0.2266, -1.7603, -3.5843], [-0.1155, 0.0930, -3.3057], [0.1748, -1.7052, -6.0858], [-0.9211, -0.1705, -6.1124], [0.8496, 1.4914, -5.8917], [1.6719, 0.1485, -6.9270], [3.3166, -0.5576, -5.3312], [2.3035, -0.2046, -3.7594], [3.8346, 1.2861, -6.4718], [2.2171, 3.3567, -4.7334], [1.4758, 2.0608, -3.5531], [2.8284, -0.9869, 3.9637], [2.6877, -2.4030, 4.0215], [2.1710, -2.8492, 5.2787], [0.6633, -3.1296, 5.1952], [-0.0783, -1.9348, 4.9349], [-0.4319, -1.8003, 3.5624], [2.9261, -0.6942, 2.9148], [1.9658, -0.4673, 4.3885], [3.7343, -0.6888, 4.4985], [2.3914, -2.1226, 6.0693], [2.6860, -3.7818, 5.5243], [0.3307, -3.5134, 6.1638], [0.4468, -3.8924, 4.4378], [-1.2959, -2.4338, 3.3413], [0.3936, -2.0622, 2.8933], [-0.7055, -0.7569, 3.3799], [2.0848, 1.1023, 7.1323], [3.3321, 0.4154, 7.1029], [4.4171, 1.2352, 7.5471], [4.7750, 0.9428, 9.0118], [3.7062, 1.2975, 9.8933], [2.9203, 0.1744, 10.2776], [1.2832, 0.3604, 7.0831], [1.9567, 1.6895, 8.0450], [2.0104, 1.7595, 6.2615], [4.1854, 2.2971, 7.4047], [5.2802, 0.9913, 6.9219], [5.6378, 1.5571, 9.2842], [5.0542, -0.1091, 9.1455], [3.4372, -0.3849, 11.0628], [2.7073, -0.4911, 9.4352], [1.9697, 0.5416, 10.6754], [-5.8662, 1.6851, -7.2777], [-5.0802, 1.2955, -6.1557], [-5.1274, 2.2559, -5.0965], [-6.1237, 1.8361, -4.0057], [-7.4655, 1.8185, -4.5001], [-7.9029, 0.5083, -4.8448], [-6.0350, 0.8031, -7.9014], [-6.8372, 2.0904, -6.9824], [-5.3214, 2.4312, -7.8626], [-5.3688, 3.2519, -5.4856], [-4.1271, 2.2985, -4.6574], [-6.0841, 2.5754, -3.2007], [-5.8545, 0.8612, -3.5818], [-8.1860, -0.0353, -3.9387], [-7.1368, -0.0566, -5.3850], [-8.7823, 0.5992, -5.4892]]}



Record 3
{"formula": "C6H13NO", "method": "wB97M-V/def2-TZVPD", "total_energy_ha": -366.3257, "homo_lumo_gap_ha": 0.3367, "fmax_ev_per_a": 4.1, "e_homo_ev": -8.263, "elements": ["C", "C", "C", "C", "O", "H", "H", "H", "H", "H", "H", "H", "H", "C", "C", "N", "H", "H", "H", "H", "H"], "coordinates": [[-0.6455, 1.0038, 0.2854], [-1.5166, -1.9651, -0.7949], [-0.2659, 1.8694, -0.9079], [-0.9314, -1.4603, 0.4997], [-1.4577, -1.5630, 1.5933], [-1.7117, 0.7719, 0.2136], [-0.6511, 1.6175, 1.1927], [-1.6084, -3.0523, -0.7144], [-2.5088, -1.5289, -0.9211], [-0.9198, -1.7009, -1.6680], [-0.0464, 2.9000, -0.6049], [-1.0776, 1.8948, -1.6408], [0.6249, 1.5332, -1.4469], [2.1858, 0.5393, 0.6051], [0.8449, -0.0656, 0.9003], [0.5617, -1.3137, 0.3774], [0.9548, -1.5118, -0.5356], [0.5575, -0.0300, 1.9503], [2.2021, 1.5951, 0.8858], [2.4514, 0.4498, -0.4510], [2.9578, 0.0168, 1.1817]]}



Record 4
{"formula": "C30H43BiO3Se", "method": "wB97M-V/def2-TZVPD", "total_energy_ha": -4010.6939, "homo_lumo_gap_ha": 0.2646, "fmax_ev_per_a": 0.6, "e_homo_ev": -7.750, "elements": ["Bi", "C", "C", "C", "C", "C", "C", "C", "Se", "C", "C", "C", "C", "C", "C", "O", "C", "C", "C", "C", "C", "C", "C", "C", "C", "O", "C", "C", "C", "C", "C", "C", "H", "H", "H", "H", "H", "H", "H", "H", "H", "H", "H", "H", "H", "H", "H", "H", "H", "H", "H", "H", "H", "H", "H", "H", "H", "H", "H", "H", "H", "H", "H", "H", "H", "H", "H", "H", "H", "H", "H", "H", "C", "C", "O", "H", "H", "H"], "coordinates": [[-2.9665, -0.8921, -1.9505], [4.9299, 0.4367, -1.5395], [3.9985, -0.5100, -0.7793], [3.9553, -0.0615, 0.6896], [4.5771, -1.9319, -0.8589], [2.5928, -0.5246, -1.3704], [1.5900, -1.2545, -0.7447], [0.3569, -1.3722, -1.3480], [-1.1066, -2.3065, -0.5003], [-1.3277, -1.1955, 1.0509], [-0.3540, -1.1860, 2.0413], [-0.4664, -0.3119, 3.1020], [-1.5550, 0.5684, 3.0934], [-2.5510, 0.5715, 2.1320], [-2.4826, -0.3995, 1.0939], [-3.4474, -0.5478, 0.1977], [-3.6595, 1.6301, 2.1387], [-5.0511, 0.9992, 2.3090], [-3.5923, 2.4180, 0.8171], [-3.4663, 2.6306, 3.2805], [0.5426, -0.2660, 4.2483], [-0.1939, -0.4830, 5.5788], [1.2438, 1.1011, 4.2506], [1.6120, -1.3524, 4.1114], [0.0412, -0.8297, -2.6150], [-1.0808, -1.1993, -3.2118], [0.9927, 0.0663, -3.1562], [2.2439, 0.1361, -2.5431], [0.7492, 0.9871, -4.3648], [1.1637, 2.4143, -3.9616], [-0.7095, 1.0723, -4.8283], [1.6019, 0.5254, -5.5535], [5.9233, 0.4085, -1.0892], [5.0301, 0.1439, -2.5862], [4.5669, 1.4655, -1.4898], [4.9681, 0.0027, 1.0929], [3.4872, 0.9211, 0.7742], [3.3948, -0.7651, 1.3070], [5.5965, -1.9524, -0.4659], [3.9734, -2.6322, -0.2795], [4.6005, -2.2781, -1.8939], [1.7610, -1.7418, 0.2069], [0.4798, -1.8687, 1.9555], [-1.6172, 1.2903, 3.8962], [-5.2446, 0.2642, 1.5354], [-5.1270, 0.5093, 3.2822], [-5.8184, 1.7758, 2.2565], [-3.8308, 1.7783, -0.0305], [-4.3108, 3.2408, 0.8361], [-2.5936, 2.8353, 0.6702], [-3.5336, 2.1396, 4.2535], [-2.5057, 3.1446, 3.2051], [-4.2537, 3.3843, 3.2318], [-0.9140, 0.3133, 5.7702], [-0.7333, -1.4316, 5.5592], [0.5145, -0.5051, 6.4099], [0.5272, 1.9139, 4.3736], [1.9694, 1.1568, 5.0656], [1.7693, 1.2498, 3.3051], [1.1631, -2.3456, 4.0520], [2.2284, -1.1863, 3.2248], [2.2683, -1.3300, 4.9827], [2.9859, 0.7656, -3.0172], [0.6525, 2.7139, -3.0449], [2.2377, 2.4984, -3.7930], [0.8957, 3.1184, -4.7523], [-1.3628, 1.3987, -4.0156], [-0.7800, 1.8090, -5.6322], [-1.0719, 0.1187, -5.1995], [2.6602, 0.4883, -5.2893], [1.2931, -0.4702, -5.8770], [1.4841, 1.2133, -6.3942], [-3.2116, -3.8588, -3.2147], [-3.8543, -3.0619, -2.1108], [-4.7044, -3.4747, -1.3810], [-3.5261, -4.9020, -3.1870], [-2.1245, -3.7852, -3.1433], [-3.4939, -3.4056, -4.1691]]}



What is the formula in the second record?
C22H48NO11